# 1
{
  "formula": "C46H35AuCl3N2O6P2S",
  "method": "wB97M-V/def2-TZVPD",
  "elements": ["Au", "O", "C", "C", "O", "C", "C", "O", "C", "O", "O", "C", "P", "C", "C", "C", "C", "C", "C", "C", "C", "C", "C", "C", "C", "P", "C", "C", "C", "C", "C", "C", "C", "C", "C", "C", "C", "C", "H", "H", "H", "H", "H", "H", "H", "H", "H", "H", "H", "H", "H", "H", "H", "H", "H", "H", "H", "H", "H", "H", "Cl", "C", "C", "C", "C", "C", "C", "N", "C", "C", "N", "C", "O", "C", "C", "C", "Cl", "S", "C", "C", "C", "Cl", "C", "H", "H", "H", "H", "H", "H", "H", "H", "H", "H", "H", "H", "H"],
  "xyz": [[-0.037, -0.714, -0.184], [0.548, 2.947, 5.390], [-0.028, 2.303, 4.575], [-1.019, 2.835, 3.505], [-1.733, 3.782, 3.608], [-1.049, 1.797, 2.356], [-0.468, 0.487, 2.913], [-0.483, -0.593, 2.397], [0.183, 0.789, 4.282], [0.753, 0.002, 4.967], [-1.384, 1.994, 1.227], [3.356, -0.156, -1.085], [2.195, -0.612, 0.283], [2.678, -2.134, 1.122], [3.172, -3.178, 0.344], [3.397, -4.427, 0.903], [3.101, -4.651, 2.239], [2.582, -3.623, 3.015], [2.362, -2.373, 2.462], [2.506, 0.798, 1.398], [3.257, 0.713, 2.570], [3.464, 1.844, 3.352], [2.930, 3.066, 2.971], [2.190, 3.164, 1.798], [1.980, 2.037, 1.016], [4.087, -1.023, -2.575], [5.566, -1.834, -1.870], [6.668, -0.990, -1.711], [7.869, -1.475, -1.213], [7.987, -2.815, -0.872], [6.904, -3.666, -1.040], [5.706, -3.183, -1.548], [2.963, -2.360, -3.067], [3.462, -3.426, -3.819], [2.603, -4.391, -4.326], [1.234, -4.295, -4.111], [0.727, -3.220, -3.397], [1.586, -2.255, -2.890], [4.242, 0.215, -0.565], [2.859, 0.723, -1.500], [3.367, -3.018, -0.705], [3.796, -5.227, 0.291], [3.260, -5.630, 2.672], [2.340, -3.795, 4.056], [1.930, -1.600, 3.083], [3.703, -0.224, 2.869], [4.046, 1.767, 4.261], [3.091, 3.943, 3.586], [1.776, 4.117, 1.493], [1.387, 2.118, 0.111], [6.583, 0.055, -1.988], [8.718, -0.811, -1.112], [8.925, -3.199, -0.491], [6.991, -4.713, -0.773], [4.886, -3.872, -1.701], [4.525, -3.499, -4.015], [3.004, -5.217, -4.900], [0.566, -5.044, -4.518], [-0.342, -3.126, -3.240], [1.172, -1.405, -2.362], [-2.276, 5.932, -4.343], [-3.158, 4.790, -3.388], [-2.721, 4.471, -2.117], [-3.447, 3.552, -1.373], [-4.591, 2.937, -1.868], [-5.324, 1.947, -0.991], [-5.279, 0.506, -1.527], [-4.138, -0.235, -0.986], [-4.204, -1.174, 0.020], [-2.934, -1.604, 0.224], [-2.092, -0.926, -0.642], [-2.857, -0.102, -1.343], [-6.685, 2.281, -0.813], [-6.938, 2.958, 0.416], [-6.615, 2.093, 1.605], [-7.202, 0.892, 1.865], [-8.430, 0.133, 0.943], [-6.583, 0.141, 3.275], [-5.509, 1.443, 3.548], [-5.628, 2.401, 2.592], [-5.003, 3.285, -3.156], [-6.410, 2.573, -3.883], [-4.299, 4.205, -3.914], [-1.838, 4.941, -1.707], [-3.113, 3.316, -0.369], [-4.825, 1.941, -0.017], [-5.234, 0.488, -2.613], [-6.186, -0.003, -1.213], [-5.136, -1.450, 0.485], [-2.567, -2.350, 0.909], [-2.515, 0.575, -2.110], [-7.994, 3.220, 0.386], [-6.356, 3.884, 0.477], [-4.860, 1.432, 4.411], [-5.051, 3.319, 2.587], [-4.642, 4.463, -4.907]],
  "atomic_forces_ev_per_a": [[0.13, -0.12, -0.79], [-0.07, 0.00, 0.11], [0.03, -0.05, -0.14], [0.06, -0.16, 0.11], [0.03, 0.11, -0.11], [-0.15, 0.16, -0.12], [0.33, -0.26, 0.15], [-0.38, 0.11, 0.33], [0.11, 0.32, 0.00], [0.01, -0.07, 0.00], [-0.13, -0.09, 0.05], [-0.24, -0.14, 0.12], [0.01, 0.07, -0.02], [-0.06, -0.14, -0.05], [0.00, 0.06, 0.06], [-0.02, 0.00, 0.04], [0.01, 0.01, -0.03], [0.01, -0.03, 0.01], [-0.01, 0.05, -0.03], [-0.03, -0.02, 0.10], [0.10, 0.09, -0.13], [0.01, -0.03, 0.00], [0.00, 0.02, 0.02], [-0.04, 0.00, 0.05], [-0.14, -0.10, 0.11], [0.08, 0.18, -0.13], [0.00, -0.12, 0.00], [0.03, -0.04, 0.08], [-0.02, 0.02, 0.00], [0.00, 0.02, 0.00], [-0.04, 0.01, -0.02], [0.13, -0.02, 0.02], [0.00, -0.06, -0.02], [-0.08, -0.05, 0.00], [0.02, 0.02, -0.01], [0.02, -0.01, -0.01], [0.01, 0.05, 0.00], [-0.02, -0.07, -0.02], [0.08, 0.06, -0.02], [0.00, 0.09, 0.03], [-0.08, 0.00, 0.07], [-0.02, 0.02, 0.00], [0.02, 0.02, 0.01], [0.00, 0.00, -0.02], [-0.04, 0.03, -0.01], [0.00, -0.03, 0.01], [-0.02, 0.00, -0.02], [-0.01, -0.02, -0.01], [0.03, 0.00, -0.02], [0.00, -0.01, 0.01], [0.03, -0.02, -0.04], [-0.03, -0.01, 0.03], [-0.02, 0.01, 0.00], [0.01, 0.01, -0.05], [0.07, 0.01, 0.00], [-0.02, -0.03, -0.01], [-0.01, 0.03, 0.01], [0.02, 0.00, 0.03], [0.03, 0.01, 0.00], [-0.01, -0.01, -0.01], [-0.02, -0.02, 0.02], [0.00, 0.02, -0.05], [0.02, -0.05, 0.10], [0.10, 0.10, 0.03], [-0.06, 0.06, 0.06], [-0.08, -0.12, -0.04], [0.10, 0.03, 0.00], [-0.20, -0.02, 0.00], [-0.02, 0.04, -0.08], [0.11, 0.10, -0.15], [0.04, 0.12, 0.50], [0.13, -0.15, -0.05], [-0.01, 0.16, 0.04], [0.06, -0.08, -0.01], [0.06, 0.18, 0.06], [0.02, -0.04, 0.00], [0.00, -0.02, 0.00], [-0.04, -0.12, 0.05], [0.07, -0.02, 0.01], [-0.04, 0.09, -0.07], [0.04, -0.03, -0.02], [0.03, -0.01, 0.07], [-0.03, 0.02, -0.07], [-0.02, 0.00, -0.03], [-0.01, -0.04, 0.00], [0.07, -0.06, -0.01], [0.01, -0.08, -0.03], [-0.01, -0.03, 0.03], [0.03, 0.02, -0.07], [0.01, 0.07, -0.01], [-0.03, 0.00, 0.05], [-0.02, -0.02, 0.02], [-0.02, 0.03, -0.05], [-0.05, 0.03, -0.03], [-0.03, -0.06, 0.00], [0.02, -0.01, 0.01]],
  "lumo_ha": -0.216,
  "total_charge": 1,
  "gap_ev": 4.44
}

# 2
{
  "formula": "C3H5NS2",
  "method": "wB97M-V/def2-TZVPD",
  "elements": ["C", "C", "S", "C", "N", "S", "H", "H", "H", "H", "H"],
  "xyz": [[-0.814, -1.350, -0.234], [0.110, -0.217, -0.738], [1.660, -0.015, 0.195], [1.004, 1.495, 1.075], [0.001, 2.004, 0.610], [-0.751, 1.453, -0.735], [-1.087, -1.235, 0.864], [-1.723, -1.320, -0.863], [-0.308, -2.311, -0.340], [0.347, -0.410, -1.778], [1.561, 1.907, 1.944]],
  "atomic_forces_ev_per_a": [[-0.09, 0.68, 0.84], [-0.55, -0.16, 0.11], [-0.75, 0.91, 0.41], [2.74, -1.96, 0.64], [-2.12, 2.36, -0.02], [0.45, -1.18, -0.12], [0.26, 0.05, -1.39], [0.30, -0.22, 0.45], [-0.10, 0.03, -0.08], [0.25, -0.02, -0.15], [-0.40, -0.48, -0.68]],
  "lumo_ha": 0.027,
  "total_charge": 0,
  "smiles": "C[C@@H]1SC=NS1",
  "gap_ev": 9.31
}

# 3
{
  "formula": "C6H39N2O12",
  "method": "wB97M-V/def2-TZVPD",
  "elements": ["C", "C", "C", "N", "C", "C", "C", "N", "H", "H", "H", "H", "H", "H", "H", "H", "H", "H", "H", "H", "H", "H", "H", "H", "H", "O", "H", "H", "O", "H", "H", "O", "H", "H", "O", "H", "H", "O", "H", "H", "O", "H", "H", "O", "H", "H", "O", "H", "H", "O", "H", "H", "O", "H", "H", "O", "H", "H", "O"],
  "xyz": [[-1.678, 1.895, -0.417], [-0.894, 2.384, 0.790], [0.279, 1.462, 1.180], [0.535, -2.302, 0.625], [0.741, -0.884, 0.643], [-0.075, 0.004, 1.228], [-1.280, -0.405, 2.011], [-0.781, 1.556, -1.561], [-2.285, 1.004, -0.160], [-2.370, 2.687, -0.745], [-0.517, 3.423, 0.599], [-1.606, 2.499, 1.623], [1.128, 1.626, 0.509], [0.617, 1.741, 2.202], [1.428, -2.784, 0.514], [-0.014, -2.657, 1.422], [1.619, -0.597, 0.089], [-1.120, -1.293, 2.638], [-2.111, -0.672, 1.312], [-1.671, 0.372, 2.643], [-0.154, 2.332, -1.781], [-1.339, 1.259, -2.408], [-0.197, 0.759, -1.309], [1.597, 3.332, -2.856], [1.893, 2.359, -1.650], [1.315, 2.521, -2.426], [0.673, -0.709, -3.128], [1.253, 0.735, -3.099], [1.113, -0.065, -2.549], [-0.773, -2.264, -2.980], [-0.407, -2.424, -4.505], [-0.552, -1.784, -3.812], [-1.567, 1.315, 5.058], [-0.660, 0.633, 4.025], [-1.538, 1.085, 4.133], [-1.542, -3.731, -1.316], [-0.523, -2.654, -0.754], [-1.230, -2.827, -1.438], [-0.315, -4.494, 3.261], [-1.364, -3.408, 3.618], [-0.755, -3.702, 2.940], [-2.470, -1.596, -1.287], [-4.006, -1.325, -1.205], [-3.144, -0.890, -1.282], [1.445, 0.411, 3.310], [0.696, -0.906, 3.197], [0.815, -0.154, 3.790], [3.029, 2.065, 2.785], [2.483, 1.665, 1.380], [2.496, 1.430, 2.320], [3.158, 0.985, -0.554], [3.800, 2.365, -0.363], [2.946, 1.910, -0.327], [-1.756, -0.305, -3.908], [-2.808, -0.090, -2.866], [-2.292, 0.427, -3.516], [2.548, -0.570, -1.715], [4.017, -0.987, -1.686], [3.312, -0.669, -1.114]],
  "atomic_forces_ev_per_a": [[-0.81, 0.06, 0.20], [0.14, 0.60, -0.06], [-1.11, 0.55, 0.49], [-0.04, 0.25, -0.02], [-0.59, -0.24, 0.05], [0.42, -0.38, -0.59], [-1.17, -0.99, -1.46], [-1.78, -0.10, 0.99], [0.45, 0.49, -0.33], [0.19, -0.35, -0.04], [-0.13, -0.79, 0.11], [0.27, -0.18, -0.20], [-0.83, -0.08, 0.06], [-0.79, 0.14, -1.09], [-0.43, 0.04, 0.28], [0.51, 0.05, -0.38], [-0.06, 0.14, 0.20], [-0.05, 0.22, -0.22], [0.49, -0.02, 0.33], [-0.09, -0.17, -0.57], [-0.09, -0.12, -0.19], [0.19, 0.04, 0.26], [0.10, -0.04, -0.07], [0.23, 0.16, 0.00], [0.30, 0.24, -0.07], [0.78, 0.66, -0.52], [-0.21, -0.36, -0.19], [-0.02, -0.38, 0.47], [0.53, 0.22, -0.55], [-0.07, -0.17, -0.22], [0.04, -0.33, -0.25], [0.05, 0.31, 0.27], [-0.15, 0.27, 0.46], [-0.37, 0.30, 0.34], [0.50, 0.40, 0.91], [0.09, 0.04, 0.06], [0.06, -0.16, 0.37], [0.04, -0.01, -0.18], [-0.10, 0.01, 0.19], [-0.11, -0.10, 0.28], [0.19, 0.01, -0.38], [-0.16, -0.20, 0.11], [0.30, 0.11, 0.03], [-0.43, 0.00, -0.03], [0.20, -0.07, 0.07], [0.15, 0.08, 0.27], [0.37, -0.31, 0.46], [0.51, 0.36, 0.21], [0.49, 0.14, 0.37], [1.15, -0.49, 0.67], [0.29, -0.62, -0.14], [-0.13, 0.01, 0.04], [0.55, 0.64, -0.35], [-0.26, 0.71, 0.04], [-0.23, 0.32, 0.15], [0.40, -0.87, -0.37], [-0.27, -0.03, -0.23], [0.24, -0.01, 0.12], [0.25, 0.01, -0.12]],
  "lumo_ha": -0.088,
  "total_charge": 1,
  "gap_ev": 8.40
}

# 4
{
  "formula": "Br2HNS",
  "method": "wB97M-V/def2-TZVPD",
  "elements": ["N", "S", "Br", "Br", "H"],
  "xyz": [[1.254, 0.058, -0.445], [-0.124, 0.460, -0.878], [-1.119, 1.860, 0.557], [-1.623, -2.260, 0.288], [1.612, -0.118, 0.477]],
  "atomic_forces_ev_per_a": [[0.42, -0.17, -0.61], [-0.61, -0.46, 0.48], [0.02, -0.12, -0.05], [0.25, 0.60, -0.27], [-0.08, 0.14, 0.45]],
  "lumo_ha": [-0.123, -0.068],
  "total_charge": 0,
  "gap_ev": [5.73, 8.74]
}

# 5
{
  "formula": "C3H6ClCoO",
  "method": "wB97M-V/def2-TZVPD",
  "elements": ["Co", "Cl", "C", "C", "O", "C", "H", "H", "H", "H", "H", "H"],
  "xyz": [[-35.154, -9.021, -11.779], [-36.427, -7.646, -11.375], [-35.638, -4.585, -11.578], [-36.680, -4.233, -12.571], [-36.530, -3.317, -13.337], [-37.869, -5.184, -12.621], [-35.825, -4.077, -10.632], [-34.660, -4.194, -11.858], [-35.601, -5.669, -11.466], [-38.457, -5.140, -13.538], [-38.453, -5.085, -11.706], [-37.470, -6.195, -12.698]],
  "atomic_forces_ev_per_a": [[1.63, -1.82, -0.49], [-1.56, 0.49, 0.89], [0.88, 0.27, 0.59], [-0.34, 0.02, -1.12], [-0.27, 0.04, 0.04], [0.28, -0.14, -0.54], [-0.34, -0.33, 0.26], [-0.06, -0.10, -0.36], [0.31, 0.73, 0.35], [-0.20, 0.81, 0.26], [-0.21, -0.12, -0.11], [-0.11, 0.16, 0.23]],
  "lumo_ha": [-0.273, -0.314],
  "total_charge": 1,
  "s2": 3.761,
  "gap_ev": [5.01, 3.83],
  "spin_multiplicity": 4
}

Relative energy (zero: lowest compared OMol25 entry of this formula, charge and spin) values, unit kcal per mole, following the record order: 10.5 20.4 21.1 23.1 0.0.
Strongest force on any atom values, unit hartree/bohr, following the record order: 0.0157 0.0668 0.0412 0.0176 0.0484.
Electronic energy values, unit Ha, following the record order: -4931.782160 -968.412640 -1264.221488 -5601.487240 -2035.682600.